This record from OMol25 describes a 2-piece molecular cluster, C20H22BrF11NO3 overall. The level of theory is ωB97M-V/def2-TZVPD.

Output
- net charge = +1
- HOMO (eV) = -10.9
- molar mass (g mol⁻¹) = 613.28
- LUMO energy (eV) = -4.70

Structure (XYZ):
```
58
Properties=species:S:1:pos:R:3:forces:R:3:nbo_charge:R:1
C 3.125 1.335 -2.075 0.07 -0.04 0.62 -0.62
C 3.653 2.779 -2.070 -0.15 -0.30 -1.19 -0.22
C 5.038 2.760 -2.718 0.17 -0.19 0.49 -0.60
C 2.759 3.714 -2.921 0.34 0.39 0.81 -0.38
C 1.644 4.396 -2.078 0.01 -0.97 -0.66 -0.45
C 0.462 3.479 -2.026 -0.10 0.28 0.77 0.30
C 0.080 2.809 -0.875 -0.30 -0.20 -0.26 -0.19
C -1.005 1.940 -0.886 -0.40 0.46 -0.50 -0.02
C -1.266 1.256 0.434 -0.05 0.16 0.29 0.75
O -0.342 1.078 1.158 0.79 -0.30 0.41 -0.51
O -2.529 0.935 0.729 -0.12 -0.27 -0.44 -0.59
Br -2.630 -0.420 1.994 -0.01 0.37 -0.13 0.42
C -1.736 1.741 -2.074 -0.06 -0.08 0.49 0.00
C -2.895 0.787 -2.194 -0.15 -0.04 -0.65 -0.44
C -4.166 1.441 -2.768 -1.13 -0.46 1.53 -0.47
C -4.920 0.559 -3.704 -0.22 -0.70 0.43 0.19
F -5.864 1.175 -4.456 1.15 0.51 -1.15 -0.30
C -4.763 -0.783 -3.900 -0.04 1.02 -0.49 0.69
F -4.387 -1.281 -5.065 -1.46 -0.49 -0.30 -0.28
F -5.010 -1.722 -3.018 1.52 -0.12 0.46 -0.27
C -1.326 2.446 -3.190 0.01 -0.19 0.21 0.08
N -0.272 3.276 -3.133 0.16 0.03 0.16 -0.42
H 2.458 1.124 -1.238 -0.22 0.03 -0.09 0.21
H 2.629 1.081 -3.013 -0.06 0.06 -0.04 0.20
H 3.951 0.635 -1.965 0.05 -0.04 0.03 0.23
H 3.691 3.187 -1.061 0.20 -0.10 0.13 0.20
H 5.491 3.748 -2.775 -0.06 0.08 -0.20 0.21
H 5.724 2.133 -2.148 -0.01 -0.03 0.10 0.22
H 4.966 2.297 -3.702 0.04 0.22 -0.19 0.21
H 2.336 3.155 -3.756 0.05 0.07 -0.17 0.19
H 3.410 4.490 -3.318 -0.16 0.15 -0.15 0.23
H 2.014 4.501 -1.065 -0.07 0.40 0.08 0.24
H 1.361 5.359 -2.500 -0.04 0.11 0.08 0.24
H 0.618 2.943 0.050 0.15 0.07 0.00 0.27
H -3.157 0.321 -1.256 0.24 0.03 0.17 0.26
H -2.568 -0.023 -2.853 -0.02 0.01 -0.11 0.23
H -4.806 1.677 -1.908 0.10 0.35 0.01 0.24
H -3.982 2.405 -3.241 -0.01 -0.11 -0.40 0.23
H -1.822 2.345 -4.143 0.01 0.07 -0.09 0.24
H 0.017 3.791 -3.957 -0.15 -0.11 -0.15 0.44
C 0.358 -5.601 5.676 -0.14 -0.48 0.47 -0.14
C 1.688 -5.132 5.061 -0.38 -0.15 -0.48 0.60
C 2.235 -3.774 5.506 0.38 0.16 0.12 0.52
F 1.394 -2.768 5.186 -0.11 -0.10 -0.02 -0.32
F 3.406 -3.541 4.871 -0.04 -0.10 -0.01 -0.32
F 1.600 -5.180 3.713 0.03 0.13 0.01 -0.31
F 2.623 -6.050 5.428 0.05 0.08 0.23 -0.32
O -0.823 -5.424 4.906 0.32 0.45 -0.39 -0.50
C -1.531 -4.253 4.942 0.08 -0.45 0.61 0.85
C -1.551 -3.574 3.571 0.10 -0.01 -0.46 0.50
F -0.312 -3.283 3.147 0.00 0.05 0.11 -0.31
F -2.240 -2.395 3.662 -0.15 -0.15 0.27 -0.34
F -1.089 -3.426 5.904 0.00 0.16 -0.13 -0.31
F -2.808 -4.566 5.248 -0.12 0.09 -0.13 -0.32
H 0.452 -6.683 5.755 0.04 -0.01 -0.12 0.24
H 0.232 -5.244 6.698 0.05 0.26 -0.07 0.21
H 2.417 -3.762 6.584 -0.06 -0.04 0.00 0.15
H -2.031 -4.213 2.828 -0.12 -0.03 0.11 0.16
```
Forces are in eV/Å.